<w>
This record from the Open Molecules 2025 dataset describes 2 unconnected molecules or ions with the total composition C2H5N3O2S. The level of theory is wB97M-V/def2-TZVPD.

Geometry as XYZ:
```
13
C2H5N3O2S (wB97M-V/def2-TZVPD)
C 0.63198 -1.42176 0.98498
N 0.07517 -0.30710 1.62841
C -0.80536 0.45123 1.90544
N -1.55847 1.37103 2.25737
N -1.71537 2.66866 1.95604
O -2.61466 3.17795 2.53940
O -1.02361 3.13097 1.07812
H 1.52437 -1.12196 0.57562
H 0.59351 -2.29658 1.71563
H -0.10539 -1.58565 0.12859
S -0.76429 1.40325 -1.35187
H -1.39611 2.26160 -2.04092
H -0.31680 2.45816 -0.74890
```

The calculation puts the LUMO energy at 0.0 eV. The calculation puts the orbital gap at 9.71 eV. As for the charge: 0. The calculation puts the highest occupied orbital energy at -9.68 eV. The SMILES is CN=C=N[N+](=O)[O-].S.

<x>
This record from the Open Molecules 2025 dataset describes a single C2H5N3O2S molecule. The level of theory is wB97M-V/def2-TZVPD.

Geometry as XYZ:
```
13
C2H5N3O2S (wB97M-V/def2-TZVPD)
N 1.52219 1.95284 -0.14249
N 0.29883 1.57118 0.04264
C -0.23788 0.43230 -0.11398
N -1.64237 0.33056 -0.28918
O -2.08986 -0.75896 0.69430
C 0.48080 -0.90449 -0.18534
O -0.28090 -2.04663 -0.52237
S 2.08782 -1.40601 0.25632
H 1.85151 2.69032 0.73615
H 2.37213 1.18190 -0.23033
H -2.17091 1.14368 0.03561
H -2.63249 -1.40097 -0.00934
H 0.44113 -2.78572 -0.27199
```

The calculation puts the LUMO energy at -0.9 eV. The calculation puts the orbital gap at 7.80 eV. As for the charge: 0. The calculation puts the highest occupied orbital energy at -8.66 eV. The SMILES is N/N=C(/NO)C(O)=S.

Stability ranking, top and bottom: <x> is the most stable and <w> is the least stable.

<w>
This record from the Open Molecules 2025 dataset describes a molecular structure, C2H5N3O2S. The level of theory is wB97M-V/def2-TZVPD.

Geometry as XYZ:
```
13
C2H5N3O2S (wB97M-V/def2-TZVPD)
C -1.03503 0.26688 -1.13416
C 1.04814 0.98398 1.06198
H -0.37960 -2.00912 0.05026
H -0.92998 -1.24860 -2.68624
H 0.07233 -0.73426 1.86149
H 0.51829 1.95505 0.35954
H 2.78084 1.39750 1.99321
N -0.79321 -1.10180 -1.72430
N 0.18095 -0.14803 0.86701
N 2.07284 0.77449 1.98440
O -1.10277 -2.11457 -0.92998
O -1.08091 0.30191 0.30460
S -1.35188 1.67658 -2.00781
```

The calculation puts the LUMO energy at -0.3 eV. The calculation puts the orbital gap at 8.63 eV. As for the charge: 0. The calculation puts the highest occupied orbital energy at -8.91 eV.

<x>
This record from the Open Molecules 2025 dataset describes a single C2H5N3O2S molecule. The level of theory is wB97M-V/def2-TZVPD.

Geometry as XYZ:
```
13
C2H5N3O2S (wB97M-V/def2-TZVPD)
N 1.10014 -1.79354 0.22280
C 1.31863 -0.53540 -0.04649
O 2.43126 -0.08021 -0.28005
N 0.20292 0.36448 0.17880
O 0.69030 1.72210 -0.12418
C -1.15202 0.17238 0.05125
N -1.86622 1.25023 0.16094
S -1.98073 -1.19384 -0.19805
H 0.17923 -2.18517 -0.12619
H 1.95198 -2.42744 0.38588
H 1.60339 1.46971 0.02003
H -2.92337 1.12555 0.05528
H -1.55552 2.11114 -0.30002
```

The calculation puts the LUMO energy at 0.6 eV. The calculation puts the orbital gap at 9.56 eV. As for the charge: 0. The calculation puts the highest occupied orbital energy at -8.97 eV. The SMILES is NC(=O)N(O)C(N)=S.

Stability ranking, top and bottom: <x> is the most stable and <w> is the least stable.